(1)
Below is a gas-phase ion, C2H3O2S2 (charge -1) in a non-equilibrium geometry, with properties calculated with ωB97M-V/def2-TZVPD.

## Properties
Gap between HOMO and LUMO in eV: 6.1
ΔE to the lowest compared entry with this formula, charge and spin in kJ/mol: 278.4
E in hartree: -1024.82813
Spin multiplicity: 1
LUMO in eV: 3.308
Total charge: -1

Geometry as XYZ:
```
9
Properties=species:S:1:pos:R:3:lowdin_charge:R:1
S 1.49 -1.43 -0.03 0.21
H 0.43 0.70 0.51 0.05
S -2.62 -0.81 0.21 0.93
O -1.91 0.28 -0.92 -0.36
C 0.24 -0.35 0.51 -0.81
O -2.71 -0.26 1.54 -0.54
H -0.27 -0.69 1.36 0.01
H -0.56 -1.32 -1.30 0.04
C -0.85 -0.57 -0.54 -0.52
```



(2)
Below is a molecular structure, C34H35BN6O3Rh in a non-equilibrium geometry, with properties calculated with ωB97M-V/def2-TZVPD.

## Properties
Gap between HOMO and LUMO (spin up / spin down) in eV: 8.6 / 5.3
ΔE to the lowest compared entry with this formula, charge and spin in kJ/mol: 0.0
E in hartree: -2006.03523
<S²>: 6.01
Spin multiplicity: 5
LUMO (spin up / spin down) in eV: -2.513 / -5.703
Total charge: +1

Geometry as XYZ:
```
80
Properties=species:S:1:pos:R:3:lowdin_charge:R:1
H 3.68 -3.17 1.32 0.11
C 2.26 -1.55 1.82 -0.50
C -5.40 1.18 2.31 -0.06
H 2.74 -3.32 2.85 0.10
Rh -0.08 0.06 0.16 1.46
O -0.02 -0.77 1.93 -0.19
C 0.93 2.51 2.29 -0.04
H 1.93 -1.77 -0.12 0.09
C 1.93 2.78 1.32 -0.17
H -1.33 -6.20 2.09 0.11
C 1.84 2.39 -0.09 -0.19
H 3.24 3.44 -3.80 0.10
C -4.68 0.64 3.39 -0.05
N 0.95 1.75 -2.05 0.05
B -0.10 0.97 -2.87 -0.52
H -2.27 -3.91 2.36 0.11
C -2.68 2.21 -3.99 -0.01
N -1.40 1.31 -2.13 0.06
H -0.05 1.34 -4.02 0.13
C -0.35 -5.75 0.21 -0.07
H -1.69 0.09 1.88 0.04
C -3.51 1.80 -1.50 0.07
C 0.56 -2.74 -2.78 0.06
C -1.39 -3.12 0.54 -0.03
C 2.04 2.46 -2.36 -0.25
C -1.13 -5.44 1.33 -0.05
H -3.75 2.52 -4.10 0.10
C 1.09 3.02 3.57 -0.06
H 0.06 1.91 2.05 0.08
C -2.70 0.45 2.05 -0.05
O 0.52 -2.14 3.49 0.14
C 2.33 2.77 -3.79 -0.01
C 0.80 -1.53 2.51 -0.58
N 0.07 -0.55 -2.73 0.06
H -4.54 2.11 -1.54 0.10
N 0.80 1.69 -0.64 -0.04
C -0.06 -4.77 -0.74 -0.02
H -1.77 -2.12 0.72 0.09
H 3.31 -1.16 3.66 0.11
H -2.08 3.07 -4.24 0.09
H 3.88 3.56 0.90 0.11
C -1.66 -4.12 1.49 -0.04
C 3.30 3.87 2.99 -0.06
C -3.33 0.26 3.26 -0.06
N -1.55 0.99 -0.75 -0.07
H -6.44 1.46 2.44 0.11
C 2.71 -2.99 1.81 -0.01
H 3.61 3.38 -1.07 0.10
O 2.15 -1.04 0.49 -0.05
C 3.22 -0.69 2.65 0.01
C 0.58 -1.51 -3.51 -0.23
H -5.28 1.86 0.26 0.10
H 0.26 -0.59 -5.43 0.09
C -2.57 1.80 -2.56 -0.24
C 0.98 -1.26 -4.92 -0.01
H 2.36 4.16 4.94 0.11
C 3.14 3.41 1.69 -0.02
C 2.26 3.73 3.94 -0.05
H 4.22 -0.57 2.23 0.10
H 2.81 0.34 2.77 0.08
H 0.93 -3.71 -3.08 0.10
H 1.98 -3.64 1.32 0.09
H -2.51 1.37 -4.68 0.10
C 2.68 2.85 -1.16 0.06
C -4.77 1.40 1.10 -0.02
H 0.52 -5.00 -1.63 0.10
N -0.35 -1.12 -1.50 -0.03
C -3.39 1.04 0.98 -0.14
H 2.53 1.85 -4.38 0.09
H 1.50 3.34 -4.25 0.10
H 1.96 -0.80 -5.01 0.09
H 0.04 -6.79 0.11 0.12
C -0.07 -2.46 -1.51 -0.22
C -2.82 1.27 -0.36 -0.17
C -0.50 -3.43 -0.52 -0.17
H -2.79 -0.19 4.09 0.12
H 1.06 -2.25 -5.42 0.10
H -5.19 0.53 4.36 0.11
H 4.21 4.36 3.28 0.10
H 0.28 2.90 4.31 0.11
```



(3)
Below is 2 unconnected molecules or ions with the total composition CH3BrS in a non-equilibrium geometry, with properties calculated with ωB97M-V/def2-TZVPD.

## Properties
Gap between HOMO and LUMO (spin up / spin down) in eV: 9.9 / 6.1
ΔE to the lowest compared entry with this formula, charge and spin in kJ/mol: 323.8
E in hartree: -3011.96060
Spin multiplicity: 1
LUMO (spin up / spin down) in eV: -0.505 / -2.701
Total charge: 0

Geometry as XYZ:
```
6
Properties=species:S:1:pos:R:3:lowdin_charge:R:1
H 0.91 -1.50 -0.37 -0.01
H -2.09 2.55 -0.52 -0.24
H 0.13 -0.10 0.64 -0.18
C 0.98 -0.71 0.37 -0.54
S -1.54 1.39 0.05 0.39
Br 2.42 0.41 0.01 0.58
```



(4)
Below is a gas-phase ion, C4H8ClN2 (charge +1) in a non-equilibrium geometry, with properties calculated with ωB97M-V/def2-TZVPD.

## Properties
Gap between HOMO and LUMO (spin up / spin down) in eV: 7.7 / 8.6
ΔE to the lowest compared entry with this formula, charge and spin in kJ/mol: 376.9
E in hartree: -726.54985
Spin multiplicity: 1
LUMO (spin up / spin down) in eV: -4.769 / -4.316
Total charge: +1

Geometry as XYZ:
```
15
Properties=species:S:1:pos:R:3:lowdin_charge:R:1
H -1.83 0.86 1.64 0.10
N 1.17 -1.57 -0.91 0.21
H 0.07 -0.18 1.73 0.14
Cl -2.66 -0.28 -0.48 0.74
C 0.07 1.76 -0.08 0.05
H -0.01 2.50 -0.86 0.09
H 1.48 0.84 -1.34 0.17
N 0.82 0.68 -0.59 0.04
H -0.50 -1.68 0.95 0.10
C 0.54 -0.55 -0.23 -0.32
C -1.65 0.16 0.80 -0.53
H 0.19 2.01 1.02 0.11
H 1.76 -1.25 -1.63 0.10
H 0.92 -2.63 -0.89 0.19
C -0.37 -0.67 0.88 -0.19
```



(5)
Below is 3 unconnected molecules or ions with the total composition C33H60N6O8S2 in a non-equilibrium geometry, with properties calculated with ωB97M-V/def2-TZVPD.

## Properties
Gap between HOMO and LUMO in eV: 6.7
E in hartree: -3019.52137
Spin multiplicity: 1
LUMO in eV: -1.798
SMILES: [H]/N=C(/N)NCCCCc1c(C[SH](=O)=O)c(N)c(CCCCCCCCCCCCC)c2nsnc12.CCOC(=O)OC.CCOC(=O)OC
Total charge: 0

Geometry as XYZ:
```
109
Properties=species:S:1:pos:R:3:lowdin_charge:R:1
O 8.95 -4.97 1.14 -0.01
H -1.58 -3.60 -0.27 0.09
O 8.79 -4.52 -1.00 0.02
C -4.60 -3.30 -0.48 -0.24
C -4.25 -3.08 -2.06 -0.20
H 10.24 -5.41 -3.92 0.08
C 9.66 -4.72 0.02 -0.55
C -2.38 -0.30 3.90 -0.21
H 4.51 -4.12 0.40 0.11
H 6.18 -1.99 0.32 0.11
H 1.40 3.77 -1.37 0.12
C -6.14 -2.94 -0.05 -0.22
N -3.91 3.50 -0.18 -0.26
H 0.14 3.49 -3.97 0.07
H -6.94 -3.48 -0.75 0.13
C -3.24 0.28 2.59 -0.07
H 10.69 -6.01 -2.31 0.07
H -0.11 1.06 -1.16 0.13
C -3.93 2.17 0.60 -0.15
H 2.50 -1.74 0.86 0.10
H 5.85 -1.03 3.36 0.08
C 3.34 -2.14 0.14 -0.22
C -0.76 3.38 1.40 -0.21
H -0.05 -2.44 -2.65 0.10
H -0.04 4.13 1.98 0.12
C 9.88 -5.58 -2.90 -0.07
C -5.07 1.09 0.02 -0.16
H -1.20 2.36 3.40 0.11
H -4.97 -2.28 -2.54 0.11
H -1.78 0.54 4.46 0.11
H 3.92 -1.18 -0.24 0.11
N 1.38 2.72 -1.42 -0.05
O -4.67 8.28 -1.21 0.02
H 0.66 -1.93 -0.30 0.10
H 0.93 -3.75 0.21 0.12
C 4.33 -3.13 1.00 -0.22
H -4.13 6.86 0.23 0.13
C -5.14 11.58 -0.14 -0.05
O 10.88 -4.70 -0.06 0.10
C 1.45 2.24 -2.87 -0.40
H -6.82 -0.98 -1.06 0.12
H -6.65 7.10 0.30 0.08
C -0.04 -3.36 -1.93 -0.21
C 5.47 -0.94 2.24 -0.16
H 10.21 -6.27 2.14 0.10
C -4.72 6.94 -0.69 -0.23
N 1.13 3.17 -4.02 0.03
S -1.25 -1.65 3.19 0.79
S -5.15 3.30 -1.44 0.86
H 1.79 3.98 -3.95 0.08
H 3.07 -3.93 -1.36 0.11
N -4.64 -2.09 2.73 0.02
H -4.51 11.60 0.75 0.10
H 9.10 -5.33 3.15 0.09
C -6.49 -1.34 0.03 -0.18
C 0.98 -3.00 -0.69 -0.23
H 4.36 -0.58 2.30 0.07
H 6.50 -2.96 1.94 0.10
H -4.34 -4.13 -2.63 0.12
H -3.78 -2.74 0.15 0.08
O -0.96 -1.22 1.70 -0.47
C -4.88 9.27 -0.31 -0.55
C 5.70 -2.31 1.36 -0.27
H -2.57 -1.56 -1.42 0.12
H 1.39 2.42 1.08 0.12
N -5.82 1.68 -1.17 -0.28
H -4.95 12.49 -0.72 0.09
C -6.16 6.50 -0.47 -0.09
H 6.09 -0.08 1.73 0.07
H -0.01 1.18 1.31 0.09
O -4.84 10.45 -0.96 -0.01
H 8.59 -3.86 -2.92 0.12
O -5.09 9.12 0.89 0.10
C 9.75 -5.29 2.28 -0.05
H 9.07 -6.33 -2.93 0.08
C 0.09 2.19 -0.84 -0.24
H -0.83 2.81 -1.24 0.11
H -2.42 3.73 2.96 0.13
H -6.20 5.45 -0.16 0.03
H 2.68 -2.18 -2.06 0.10
H -4.46 -4.46 -0.24 0.12
C 2.57 -2.90 -1.13 -0.20
H -7.48 -1.24 0.69 0.13
H 3.81 -3.39 2.02 0.11
H 10.18 -3.54 -2.21 0.13
O 0.12 -1.74 3.91 -0.43
H -1.88 -4.75 -1.73 0.11
H -4.25 6.30 -1.44 0.10
H -6.20 11.57 0.13 0.10
H -1.25 4.00 0.54 0.09
H 1.99 0.44 -2.22 0.03
C -4.42 -0.77 2.02 -0.13
C -1.61 -3.64 -1.44 -0.21
H -1.90 -2.91 3.09 0.08
C -2.96 1.77 1.91 -0.02
H 0.39 -4.29 -2.51 0.11
C -2.67 -2.54 -2.11 -0.20
H -6.74 6.62 -1.39 0.09
C -1.82 2.80 2.51 -0.18
H 10.51 -4.52 2.46 0.10
C 9.38 -4.29 -2.29 -0.22
H -3.19 -0.78 4.62 0.11
H -4.12 -2.88 2.29 0.06
N 1.80 0.93 -3.13 0.09
C 0.26 2.20 0.80 -0.16
C -5.33 -0.40 0.72 -0.03
H -5.66 -2.30 2.87 0.09
H -2.36 -2.29 -3.22 0.11
H -6.32 -3.39 1.03 0.09
```



(6)
Below is a molecular structure, C10H12Cl3F3N2O5V, with properties calculated with ωB97M-V/def2-TZVPD.

## Properties
Gap between HOMO and LUMO (spin up / spin down) in eV: 8.0 / 8.9
ΔE to the lowest compared entry with this formula, charge and spin in kJ/mol: 53.8
E in hartree: -3497.32722
<S²>: 0.90
Spin multiplicity: 2
LUMO (spin up / spin down) in eV: -9.143 / -8.269
Total charge: +2

Geometry as XYZ:
```
36
Properties=species:S:1:pos:R:3:lowdin_charge:R:1
C -1.71 -4.36 0.82 -0.04
F -3.69 -5.53 1.20 0.18
H -3.56 2.89 0.21 0.17
O 1.59 1.51 -0.56 -0.39
O 2.29 2.51 1.54 -0.14
F -1.96 -6.08 2.41 0.18
H -0.99 0.16 -2.66 0.08
Cl 1.36 -1.07 -2.29 0.73
H -2.69 1.78 -2.28 0.16
O -1.68 0.35 0.15 -0.10
H 3.24 -2.42 -1.71 0.06
H -1.57 2.95 -1.59 0.15
H -3.33 1.68 1.43 0.17
F -2.04 -6.62 0.30 0.18
N -0.59 -1.95 0.09 -0.09
H -0.79 -4.00 2.73 0.15
H 0.16 1.52 -2.46 0.08
H -1.45 -2.23 -1.78 0.12
H -2.48 -4.40 -1.20 0.15
O 0.12 2.94 0.66 -0.21
H 3.64 -0.66 -1.74 0.07
C -2.25 1.44 -0.25 -0.42
Cl 1.21 2.04 0.78 0.81
V 0.10 -0.08 -0.33 0.83
C -1.33 -2.66 -0.79 -0.08
O 0.66 0.71 1.37 -0.41
C -0.68 1.00 -2.03 -0.13
C 2.93 -1.42 -1.44 -0.76
Cl 2.65 -1.30 0.30 0.72
C -1.90 -3.86 -0.46 0.06
C -2.36 -5.68 1.20 -0.59
C -0.41 -2.44 1.33 -0.07
N -3.11 2.04 0.51 0.30
C -1.84 1.89 -1.60 -0.10
H 0.17 -1.84 2.02 0.12
C -0.96 -3.64 1.73 0.07
```